Molecular formula: C12H38N10O6
Method: DFT, wB97M-V/def2-TZVPD

Summary:
Largest force on an atom in eV Å⁻¹: 3.47
Structure (SMILES): COC[C@H](C)N.COC[C@H](C)N.NC(N)=O.NC(N)=O.NC(N)=O.NC(N)=O
Total charge: 0
Frontier orbital gap in Ha: 0.35091
ΔE to the lowest compared entry with this formula, charge and spin in eV: 0.891

Each line ends with the natural charge from an NBO analysis.
Atoms and positions in Å:
1 C 2.240 0.988 3.280  -0.25
2 O 1.147 0.901 2.407  -0.58
3 C 0.478 2.156 2.116  -0.07
4 C -0.878 2.297 2.853  -0.07
5 C -1.971 1.347 2.395  -0.63
6 N -1.238 3.705 2.838  -0.83
7 H 1.906 1.073 4.330  0.17
8 H 2.882 1.784 2.954  0.16
9 H 2.842 0.081 3.137  0.20
10 H 1.202 2.922 2.398  0.16
11 H 0.291 2.238 1.038  0.19
12 H -0.622 2.078 3.865  0.18
13 H -2.832 1.515 3.000  0.22
14 H -1.662 0.311 2.509  0.23
15 H -2.243 1.384 1.347  0.21
16 H -1.635 4.015 1.972  0.35
17 H -0.457 4.255 3.025  0.35
18 C 4.145 1.984 -0.508  -0.25
19 O 4.864 0.802 -0.188  -0.55
20 C 3.981 -0.304 0.173  -0.06
21 C 4.800 -1.492 0.561  -0.08
22 C 3.866 -2.657 0.673  -0.60
23 N 5.371 -1.268 1.882  -0.86
24 H 3.460 1.901 -1.309  0.17
25 H 4.930 2.724 -0.699  0.20
26 H 3.525 2.328 0.374  0.16
27 H 3.257 -0.024 0.950  0.18
28 H 3.426 -0.605 -0.696  0.16
29 H 5.502 -1.723 -0.275  0.18
30 H 4.378 -3.519 0.983  0.21
31 H 3.371 -2.886 -0.289  0.21
32 H 3.102 -2.487 1.425  0.21
33 H 6.002 -0.511 1.899  0.37
34 H 5.737 -2.058 2.406  0.37
35 N -3.641 -2.698 0.496  -0.86
36 C -3.061 -3.482 1.437  0.79
37 N -3.863 -4.423 2.020  -0.85
38 O -1.907 -3.334 1.767  -0.70
39 H -4.634 -2.681 0.211  0.40
40 H -2.924 -2.090 0.139  0.44
41 H -3.406 -5.269 2.305  0.40
42 H -4.814 -4.424 1.781  0.38
43 N -3.770 0.883 -2.249  -0.86
44 C -4.313 0.261 -3.327  0.77
45 N -4.696 0.967 -4.466  -0.83
46 O -4.477 -0.966 -3.370  -0.68
47 H -3.311 0.192 -1.679  0.43
48 H -3.241 1.740 -2.172  0.41
49 H -5.007 1.929 -4.244  0.37
50 H -5.441 0.485 -4.856  0.39
51 N 0.175 0.367 -0.790  -0.87
52 C -0.644 -0.647 -0.277  0.80
53 N -0.161 -1.341 0.794  -0.83
54 O -1.763 -0.882 -0.773  -0.76
55 H 1.169 0.323 -0.672  0.39
56 H -0.146 0.750 -1.666  0.43
57 H -0.606 -2.134 1.127  0.44
58 H 0.689 -1.065 1.210  0.40
59 N -0.985 1.200 -5.406  -0.86
60 C -1.071 0.803 -4.066  0.79
61 N -1.317 -0.472 -3.808  -0.82
62 O -0.911 1.655 -3.193  -0.72
63 H -0.783 2.166 -5.471  0.40
64 H -1.335 0.715 -6.195  0.39
65 H -1.380 -0.742 -2.860  0.43
66 H -1.591 -1.041 -4.574  0.40

=====

Molecular formula: C12H38N4O12
Method: DFT, wB97M-V/def2-TZVPD

Summary:
Largest force on an atom in eV Å⁻¹: 8.50
Structure (SMILES): NC(N)=O.NC(N)=O.OCCO.OCCO.OCCO.OCCO.OCCO
Total charge: 0
Frontier orbital gap in Ha: 0.35370
ΔE to the lowest compared entry with this formula, charge and spin in eV: 6.703

Each line ends with the natural charge from an NBO analysis.
Atoms and positions in Å:
1 N 5.463 -1.071 0.303  -0.87
2 C 4.358 -0.728 0.938  0.75
3 N 3.740 -1.742 1.320  -0.80
4 O 3.907 0.419 1.032  -0.69
5 H 6.002 -1.919 0.194  0.39
6 H 5.789 -0.366 -0.342  0.40
7 H 2.792 -1.554 1.613  0.42
8 H 4.246 -2.603 1.167  0.39
9 N -3.403 6.771 -1.675  -0.80
10 C -2.344 6.485 -1.078  0.73
11 N -1.443 6.474 -1.997  -0.83
12 O -2.178 6.315 0.131  -0.68
13 H -3.314 7.039 -2.645  0.38
14 H -4.246 6.755 -1.119  0.41
15 H -1.918 6.290 -2.870  0.37
16 H -0.476 6.378 -1.722  0.42
17 O 1.503 4.991 -5.935  -0.71
18 C 1.410 3.635 -5.900  -0.09
19 C 2.618 2.965 -5.136  -0.07
20 O 2.319 2.679 -3.850  -0.71
21 H 0.858 5.349 -6.550  0.47
22 H 0.388 3.267 -5.810  0.16
23 H 1.461 3.273 -6.927  0.14
24 H 3.498 3.587 -5.299  0.17
25 H 2.926 1.966 -5.446  0.16
26 H 2.432 1.742 -3.674  0.47
27 O -5.682 -4.857 4.181  -0.73
28 C -6.415 -3.867 3.410  -0.11
29 C -6.654 -4.220 1.940  -0.10
30 O -5.408 -4.291 1.191  -0.72
31 H -4.730 -4.772 4.095  0.48
32 H -7.353 -3.689 3.937  0.18
33 H -6.125 -2.841 3.636  0.17
34 H -7.377 -3.505 1.549  0.17
35 H -7.161 -5.185 1.930  0.19
36 H -5.158 -3.417 0.881  0.47
37 O -0.538 -0.287 1.665  -0.72
38 C -1.595 0.243 0.828  -0.09
39 C -1.232 0.570 -0.719  -0.07
40 O -1.837 -0.371 -1.414  -0.71
41 H 0.179 0.326 1.492  0.47
42 H -2.578 -0.225 0.884  0.19
43 H -1.878 1.181 1.305  0.16
44 H -0.158 0.389 -0.750  0.15
45 H -1.568 1.564 -1.014  0.16
46 H -1.425 -0.470 -2.276  0.47
47 O 1.941 -0.802 9.450  -0.71
48 C 0.922 0.110 9.161  -0.08
49 C 0.508 0.256 7.702  -0.10
50 O -0.464 -0.688 7.254  -0.72
51 H 2.679 -0.224 9.654  0.47
52 H 0.055 -0.084 9.793  0.18
53 H 1.348 1.056 9.493  0.16
54 H 1.380 0.183 7.052  0.17
55 H 0.112 1.235 7.433  0.17
56 H -0.274 -0.840 6.325  0.47
57 O 1.729 -2.690 -5.120  -0.70
58 C 2.408 -3.442 -4.257  -0.07
59 C 3.669 -4.173 -4.857  -0.10
60 O 3.302 -4.775 -6.034  -0.72
61 H 2.140 -3.042 -5.913  0.48
62 H 2.659 -2.941 -3.322  0.16
63 H 1.670 -4.159 -3.897  0.15
64 H 3.922 -4.906 -4.092  0.16
65 H 4.537 -3.514 -4.898  0.16
66 H 4.062 -5.233 -6.400  0.48

=====

Molecular formula: C12H39ClN3O10
Method: DFT, wB97M-V/def2-TZVPD

Summary:
Largest force on an atom in eV Å⁻¹: 2.58
Total charge: -1
Frontier orbital gap in Ha: 0.35456
ΔE to the lowest compared entry with this formula, charge and spin in eV: 1.089

Each line ends with the natural charge from an NBO analysis.
Atoms and positions in Å:
1 Cl 0.932 -0.046 0.031  2.57
2 O 1.611 0.257 -1.172  -0.89
3 O -0.016 1.036 0.334  -0.86
4 O 0.267 -1.304 -0.165  -0.90
5 O 1.854 -0.188 1.122  -0.90
6 O 4.432 -1.752 2.138  -0.94
7 H 3.594 -1.303 1.996  0.49
8 H 4.922 -1.167 2.718  0.45
9 O 2.031 -3.639 1.037  -0.95
10 H 1.322 -4.032 1.547  0.45
11 H 1.647 -2.839 0.669  0.49
12 O 4.322 -1.226 -1.484  -0.96
13 H 4.988 -0.750 -0.985  0.46
14 H 3.538 -0.674 -1.427  0.49
15 C -2.920 -3.065 -2.012  -0.62
16 C -2.509 -4.122 -0.940  -0.06
17 C -1.149 -4.736 -1.196  -0.08
18 O -1.229 -5.568 -2.371  -0.56
19 C 0.003 -6.323 -2.577  -0.25
20 N -2.438 -3.339 0.280  -0.84
21 H -2.322 -2.162 -1.904  0.22
22 H -3.989 -2.951 -1.832  0.21
23 H -2.822 -3.549 -2.984  0.21
24 H -3.247 -4.914 -0.815  0.18
25 H -1.000 -5.420 -0.357  0.15
26 H -0.309 -4.056 -1.342  0.20
27 H 0.820 -5.685 -2.915  0.18
28 H -0.203 -7.086 -3.328  0.18
29 H 0.328 -6.841 -1.673  0.17
30 H -1.906 -3.856 0.969  0.34
31 H -1.922 -2.477 0.167  0.38
32 C -3.946 0.514 6.337  -0.63
33 C -3.781 1.117 4.994  -0.07
34 C -2.840 0.247 4.060  -0.06
35 O -1.550 0.231 4.624  -0.57
36 C -0.482 0.292 3.710  -0.24
37 N -5.086 1.321 4.361  -0.82
38 H -4.337 -0.504 6.355  0.20
39 H -4.507 1.156 7.018  0.19
40 H -2.933 0.414 6.734  0.23
41 H -3.282 2.084 5.056  0.19
42 H -2.899 0.635 3.042  0.19
43 H -3.138 -0.804 4.033  0.16
44 H -0.353 -0.659 3.190  0.17
45 H 0.487 0.489 4.169  0.19
46 H -0.756 1.126 3.062  0.18
47 H -5.588 1.852 5.061  0.34
48 H -5.604 0.452 4.315  0.34
49 C 3.832 5.063 -5.468  -0.62
50 C 2.538 5.248 -4.637  -0.08
51 C 2.623 4.592 -3.293  -0.08
52 O 1.367 4.721 -2.592  -0.57
53 C 1.230 3.952 -1.426  -0.25
54 N 2.226 6.682 -4.549  -0.82
55 H 3.806 5.590 -6.421  0.22
56 H 4.080 4.038 -5.747  0.21
57 H 4.659 5.436 -4.862  0.20
58 H 1.638 4.888 -5.139  0.19
59 H 3.443 4.919 -2.652  0.16
60 H 2.726 3.547 -3.596  0.18
61 H 1.744 4.416 -0.582  0.16
62 H 1.521 2.922 -1.634  0.20
63 H 0.178 4.028 -1.153  0.19
64 H 1.396 6.772 -3.976  0.36
65 H 2.959 7.002 -3.925  0.33

=====

Among the records above, which one has the lowest largest force on an atom?
C12H39ClN3O10

=====

The lowest largest force on an atom belongs to which entry?
C12H39ClN3O10